No. 1
C19H40P2Sr | ωB97M-V/def2-TZVPD

CARTESIAN COORDINATES (ANGSTROEM)
P1 0.58718 -1.97376 -2.03513
P2 0.56474 2.58748 -1.60087
C1 0.74644 -0.39143 -3.03478
C2 1.30576 0.95112 -2.45258
H1 -0.04249 -0.12789 -3.77120
H2 1.48461 -0.68164 -3.80843
H3 2.06534 0.68396 -1.66953
H4 1.76738 1.44292 -3.31829
C3 -1.02061 3.08792 -2.37155
H5 -1.89329 2.90186 -1.73721
H6 -1.15954 2.59151 -3.33830
H7 -0.94566 4.19131 -2.48992
C4 1.60541 3.77151 -2.58417
H8 1.18760 4.00298 -3.56858
H9 2.61108 3.37542 -2.70796
H10 1.66360 4.70306 -2.02225
C5 -0.65997 -3.18426 -2.62121
H11 -0.63025 -4.08441 -1.99797
H12 -0.60241 -3.51890 -3.66856
H13 -1.67334 -2.80573 -2.44539
C6 2.25759 -2.66520 -2.08171
H14 2.98275 -1.84506 -1.94087
H15 2.55789 -3.23074 -2.98186
H16 2.34167 -3.32220 -1.20368
Sr1 -2.30731 0.02098 -3.87021
C7 -0.13068 1.56161 -5.42785
C8 -1.48678 1.71034 -5.52746
C9 -2.39238 0.81572 -6.38177
C10 -1.88816 -0.66012 -6.65432
C11 -1.11117 -1.31238 -5.52012
C12 0.25280 -1.44247 -5.57654
C13 1.15906 -0.54778 -6.35176
C14 0.70697 0.93198 -6.50484
C15 0.16100 -1.64358 -0.31598
H17 0.43486 2.18971 -4.71778
H18 -2.01861 2.60019 -5.10288
H19 -2.60082 1.32916 -7.33357
H20 -3.40352 0.73339 -5.88637
H21 -2.74785 -1.31648 -6.88817
H22 -1.34824 -0.67707 -7.61049
H23 -1.68931 -2.04872 -4.87760
H24 0.72136 -2.34195 -5.11177
H25 1.35755 -0.94478 -7.37351
H26 2.12709 -0.60810 -5.83541
H27 1.61774 1.55460 -6.59504
H28 0.20331 1.03030 -7.47675
H29 0.73349 -0.80627 0.10321
H30 0.43430 -2.53945 0.27789
H31 -0.91496 -1.47112 -0.16189
C16 -1.85122 0.70871 3.29086
C17 -0.62242 1.51208 2.80861
C18 0.69553 0.91953 3.34793
C19 -0.62336 1.55489 1.33410
H32 -1.83654 -0.31371 2.89061
H33 -2.78936 1.17496 2.98010
H34 -1.86355 0.65320 4.38718
H35 -0.72810 2.54889 3.19673
H36 0.88504 -0.06253 2.90548
H37 1.53042 1.58060 3.10302
H38 0.65299 0.83552 4.44509
H39 0.32967 1.69110 0.81798
H40 -1.57232 1.83735 0.86174

Cartesian forces, eV/Å:
P -0.214 1.419 -0.569
P 0.499 -0.736 0.243
C 0.106 0.469 -0.134
C 0.298 0.126 0.889
H 0.212 -0.345 0.548
H -0.167 -0.114 0.642
H -0.288 0.455 -0.793
H 0.355 -0.612 0.255
C -0.420 0.062 -0.130
H 0.225 -0.137 0.117
H -0.005 0.514 0.067
H -0.154 -0.712 -0.188
C -0.111 -0.178 -0.140
H 0.068 -0.124 -0.022
H 0.137 0.084 0.058
H 0.049 0.008 0.059
C -0.108 -0.327 -0.196
H 0.382 0.139 0.118
H 0.332 0.416 0.336
H 0.204 0.327 -0.017
C 0.424 -0.366 0.432
H -0.398 -0.202 -0.055
H -0.521 0.367 0.272
H 0.102 0.042 -0.303
Sr -0.375 1.171 1.025
C 1.642 0.025 0.417
C -2.661 0.358 0.214
C 0.171 0.399 -0.401
C -0.644 -0.016 -0.129
C -1.537 -0.584 -0.086
C 1.338 -1.841 -0.256
C 0.213 -0.345 -0.081
C 0.446 0.176 -0.171
C 0.277 -0.823 0.441
H -0.521 -0.188 -0.482
H 0.443 -0.599 -0.514
H -0.265 -0.440 0.107
H 0.067 0.224 -0.362
H -0.082 0.459 0.144
H 0.339 0.122 0.462
H 0.656 0.076 -1.189
H -0.186 0.701 -0.309
H -0.027 0.189 0.400
H 0.181 0.243 -0.168
H -0.211 -0.342 -0.072
H -0.048 0.006 0.214
H -0.387 0.127 -0.200
H -0.118 0.210 -0.295
H 0.486 0.289 -0.204
C 0.330 0.090 0.586
C -0.267 -0.570 0.018
C -0.527 0.446 0.382
C 0.047 -0.529 -1.060
H 0.117 0.208 0.002
H 0.102 0.037 -0.117
H -0.087 -0.035 0.015
H 0.068 -0.292 0.311
H -0.073 -0.006 0.047
H 0.014 -0.062 -0.073
H 0.099 -0.106 -0.220
H -0.611 0.355 0.221
H 0.582 0.293 -0.107

The value obtained for the total energy is -1460.89534 Ha. The charge is 0. The calculation puts the LUMO energy (alpha / beta) at -0.02609 / -0.03436 Eh. The frontier orbital gap (alpha / beta) comes out at 3.148 / 3.105 eV. Its energy relative to the best compared isomer or geometry (same formula, charge and spin) is 99.2 kcal/mol. Its HOMO energy (alpha / beta) is -0.14178 / -0.14845 hartree.


No. 2
C19H42BNO7P | ωB97M-V/def2-TZVPD

CARTESIAN COORDINATES (ANGSTROEM)
C1 6.97350 -2.18324 0.17478
C2 6.19390 -1.55392 1.30210
O1 6.47932 -1.68937 2.46205
O2 5.09688 -0.86617 0.93273
C3 5.28029 0.12208 -0.10232
C4 4.15078 1.13337 -0.06357
C5 2.88343 0.73728 -0.86015
C6 1.73762 0.16846 -0.01740
P1 -0.11299 0.53985 -0.56053
C7 -1.95402 0.92529 -1.00442
C8 0.34372 0.46025 -2.44948
C9 0.88948 -0.91810 -2.86023
C10 -0.22580 -1.96453 -3.04639
C11 0.11531 -3.37776 -2.52305
C12 -0.94372 -3.96996 -1.57526
N1 -1.25251 -5.38530 -1.90031
C13 -0.54773 0.33781 1.33436
O3 -1.89194 -0.13463 1.62305
C14 -2.09199 -1.36611 2.09451
C15 -3.24046 -1.37590 3.07096
O4 -1.49599 -2.36206 1.74863
C16 0.27674 2.48987 -0.35818
B1 -0.91252 3.40018 0.04035
O5 -1.34186 3.58531 1.35734
O6 -1.67425 4.08633 -0.91004
H1 7.70588 -2.86857 0.59727
H2 7.50355 -1.41692 -0.39433
H3 6.29146 -2.70726 -0.49525
H4 5.31026 -0.35972 -1.08666
H5 6.24296 0.62310 0.05167
H6 3.90833 1.36436 0.97658
H7 4.56265 2.05228 -0.49963
H8 3.21253 -0.00849 -1.59299
H9 2.57813 1.61094 -1.43643
H10 1.89735 0.51056 1.01223
H11 1.82402 -0.92481 0.02697
H12 -0.40516 -0.88561 -0.65190
H13 -2.03214 1.70818 -1.76526
H14 -2.39291 0.01764 -1.43932
H15 -2.58585 1.21394 -0.15787
H16 0.99953 1.26671 -2.78618
H17 -0.57065 0.58082 -3.04578
H18 1.64346 -1.28464 -2.16160
H19 1.40444 -0.80040 -3.82478
H20 -0.42285 -2.05433 -4.12082
H21 -1.14203 -1.62071 -2.56689
H22 1.07584 -3.34782 -1.99756
H23 0.24452 -4.08321 -3.34959
H24 -1.86704 -3.39436 -1.65760
H25 -0.58700 -3.87933 -0.54603
H26 -0.65634 -5.99438 -1.35012
H27 -2.19124 -5.59126 -1.57626
H28 0.13829 -0.42617 1.71143
H29 -0.39306 1.23136 1.94489
H30 -4.13281 -1.68432 2.51474
H31 -3.08132 -2.10821 3.86028
H32 -3.43288 -0.37726 3.44286
H33 0.72916 2.90430 -1.26624
H34 1.05359 2.56529 0.41852
H35 -0.63321 3.38371 1.97521
H36 -2.60862 4.02729 -0.68186
C17 -5.45200 2.42056 1.26921
C18 -5.12814 2.46348 2.74220
O7 -4.98357 1.45335 3.38711
C19 -4.97331 3.83233 3.36150
H37 -5.52519 1.38640 0.94273
H38 -6.39560 2.93532 1.07624
H39 -4.66371 2.91953 0.70339
H40 -5.89835 4.40141 3.25006
H41 -4.17160 4.37622 2.85902
H42 -4.73458 3.72967 4.41729

Cartesian forces, eV/Å:
C 0.217 -0.007 0.085
C 0.089 -0.166 0.095
O -0.127 -0.094 -0.162
O -0.022 0.378 0.228
C -0.053 0.017 -0.178
C -0.071 0.161 -0.308
C 0.440 -0.150 0.230
C 0.194 -0.149 -0.159
P -0.286 -0.067 -0.165
C -0.203 -0.070 -0.281
C -0.238 -0.218 -0.188
C -0.074 0.333 -0.369
C 0.383 -0.359 -0.133
C -0.029 -0.073 0.123
C 0.280 -0.185 -0.100
N -0.136 0.060 0.176
C 0.483 -0.559 -0.187
O 0.074 0.369 0.476
C 0.022 -0.291 -0.338
C -0.393 -0.131 -0.394
O 0.133 0.382 0.325
C 0.303 0.924 0.364
B -0.108 -0.144 -0.116
O 0.077 0.337 -0.039
O -0.118 -0.465 -0.034
H -0.075 0.011 -0.056
H -0.069 -0.037 -0.038
H 0.056 0.033 -0.031
H 0.000 -0.057 0.070
H -0.044 -0.061 0.135
H 0.044 -0.024 -0.007
H 0.006 -0.044 0.046
H -0.165 0.125 -0.134
H -0.166 -0.015 0.108
H -0.203 0.086 -0.056
H -0.002 0.041 0.061
H 0.140 -0.078 0.150
H 0.139 -0.024 0.047
H -0.009 0.020 0.096
H 0.119 0.010 0.076
H 0.119 -0.059 0.135
H -0.002 0.193 0.184
H -0.132 -0.019 0.128
H 0.124 -0.106 0.114
H -0.237 0.130 0.077
H 0.053 0.067 -0.012
H -0.037 0.029 -0.046
H -0.063 0.068 0.002
H 0.021 -0.050 0.020
H -0.233 0.198 0.025
H 0.076 0.015 -0.108
H 0.014 -0.013 -0.027
H -0.107 -0.039 -0.089
H -0.221 0.065 -0.005
H 0.030 -0.001 0.093
H 0.117 0.060 -0.027
H 0.003 -0.026 0.208
H -0.090 -0.239 -0.094
H -0.026 -0.115 -0.047
H -0.190 -0.336 -0.022
H 0.094 0.361 0.075
C -0.022 -0.134 0.038
C 0.142 0.064 -0.143
O -0.125 -0.004 0.144
C 0.028 -0.071 0.101
H 0.027 0.001 -0.017
H 0.034 0.070 -0.022
H -0.009 0.033 0.007
H 0.018 0.037 -0.059
H -0.016 0.006 -0.054
H -0.001 -0.003 0.005

The value obtained for the total energy is -1696.82912 Ha. The charge is -1. The calculation puts the LUMO energy at 0.09738 Eh. The frontier orbital gap comes out at 6.607 eV. Its HOMO energy is -0.14543 hartree.